Record 1
ORCA calculation (ωB97M-V/def2-TZVPD) on 6 unconnected molecules or ions with the total composition C29H44IN4O14PS2.

Computed properties:
calculated total energy	-3838.87292	a.u.
F_max	5.7	eV Å⁻¹
SMILES	O=NOc1c([PH2]=O)c(N=C=S)c(CC(=O)I)c2nsnc12.CCOC(C)=O.CCOC(C)=O.CCOC(C)=O.CCOC(C)=O.CCOC(C)=O
spin multiplicity	1
Kohn-Sham gap	7.1	eV

Cartesian coordinates (Å):
I (-2.5488, 6.2921, 0.2605)
S (-2.7773, 2.8125, -6.1540)
S (-0.8338, 9.7487, -3.9139)
P (2.5862, 6.0421, -2.9883)
O (-2.3943, 0.3839, -0.4718)
O (-7.4366, -2.8757, 11.0606)
O (-2.1641, 2.5704, -0.1821)
O (7.2084, -5.3910, -1.5240)
O (6.0109, -1.9669, -4.8627)
O (1.8131, 3.6281, -5.2007)
O (-4.3936, -2.8587, 5.1718)
O (-4.2829, 4.8759, -1.8326)
O (-3.8795, -1.6770, 3.3682)
O (1.7246, 2.4114, -3.4727)
O (4.6976, -0.3037, -4.2083)
O (3.0773, 4.8695, -2.0765)
O (-6.4680, -3.4357, 9.1465)
O (8.6168, -3.7392, -1.0737)
N (-1.0509, 2.7964, -6.0963)
N (1.7503, 2.3422, -4.6649)
N (-3.2656, 4.0902, -5.1287)
N (-0.1744, 7.4373, -2.1837)
C (-4.3793, -4.4734, 8.4501)
C (-2.0309, 4.6384, -4.6164)
C (-1.7663, 5.8238, -3.6301)
C (-2.9630, -0.7580, -1.1311)
C (0.6792, 4.3489, -4.6629)
C (-3.0560, 6.6122, -3.0502)
C (7.3138, -7.8159, -1.6986)
C (-4.0844, -0.5723, 2.4729)
C (-0.3121, 8.5646, -2.8511)
C (4.9085, 1.6864, -2.8228)
C (-2.0908, -1.2115, -2.2841)
C (-3.1358, 1.9206, -2.2386)
C (6.2557, -1.3196, -2.6032)
C (5.6314, -1.2411, -3.9682)
C (-3.2352, 0.6170, 2.8699)
C (0.8920, 5.4977, -3.6561)
C (-0.3787, 6.2904, -3.1290)
C (8.3990, -4.7790, -1.6555)
C (-4.5089, -1.8268, 4.5454)
C (-5.2858, -0.6713, 5.1123)
C (-5.3854, -3.3681, 8.2034)
C (-2.5526, 1.6570, -0.8795)
C (6.7901, -6.5259, -2.2970)
C (-5.1184, -2.4367, 10.9394)
C (9.4786, -5.4438, -2.4631)
C (4.0600, 0.4862, -3.1913)
C (-6.4331, -2.9077, 10.3821)
C (-0.7521, 3.8847, -5.1686)
C (-3.4501, 5.8087, -1.6861)
H (-3.7997, 1.1349, -2.5946)
H (-3.4982, 0.9872, 3.8633)
H (9.1041, -6.1041, -3.2426)
H (-4.4032, -2.1250, 10.1809)
H (-2.3233, 2.0657, -2.9534)
H (-4.6533, -0.1265, 5.8151)
H (6.9471, -8.6779, -2.2604)
H (-5.1464, -0.3251, 2.3939)
H (-3.9197, -4.3887, 9.4373)
H (10.0571, -4.6693, -2.9705)
H (-4.6837, -3.2311, 11.5481)
H (-3.0078, -1.5530, -0.3827)
H (6.9918, -7.9112, -0.6584)
H (-3.9948, -0.5613, -1.4340)
H (-5.8302, -3.5043, 7.2156)
H (2.3995, 7.1615, -2.0822)
H (-2.8408, 7.7178, -2.8517)
H (3.1181, 0.8333, -3.6186)
H (-3.5886, -4.4486, 7.6972)
H (-2.0015, -0.4393, -3.0511)
H (7.1919, -0.7592, -2.6057)
H (-2.5011, -2.1121, -2.7466)
H (3.7978, -0.1276, -2.3255)
H (6.4621, -2.3676, -2.3766)
H (5.1218, 2.2886, -3.7101)
H (5.8726, 1.3869, -2.4063)
H (-6.1570, -1.0658, 5.6398)
H (-5.3021, -1.5607, 11.5649)
H (-3.7376, 2.8282, -2.1861)
H (5.6980, -6.5331, -2.2632)
H (-4.9294, -2.3748, 8.2014)
H (-1.0781, -1.4264, -1.9336)
H (8.4053, -7.8454, -1.6944)
H (3.5257, 6.3837, -4.0123)
H (-3.9575, 6.5497, -3.7494)
H (-3.3557, 1.4330, 2.1539)
H (5.6148, -0.9560, -1.8026)
H (-3.7747, -0.9183, 1.4850)
H (10.1328, -6.0032, -1.7923)
H (7.0648, -6.4059, -3.3480)
H (-4.8698, -5.4495, 8.4134)
H (-2.1798, 0.3361, 2.9075)
H (-5.6700, 0.0143, 4.3600)
H (4.3942, 2.3118, -2.0891)

Cartesian forces (eV/Å) of the 3 atoms listed first:
-0.5 -0.2 -1.2
2.1 1.9 1.6
1.8 -2.8 3.2

---

Record 2
ORCA calculation (ωB97M-V/def2-TZVPD) on a molecular structure, C29H44N4O3S2SbSe4SiY.

Computed properties:
calculated total energy	-12546.61234	a.u.
F_max	1.0	eV Å⁻¹
spin multiplicity	1
energy above the lowest of the compared OMol25 structures with the same formula, charge and spin	9.64	kJ/mol
Kohn-Sham gap	5.2	eV
net charge	-2

Cartesian coordinates (Å):
Sb (1.0236, 5.9995, 1.3975)
Y (-0.9570, 1.4875, 0.8711)
Se (-0.0448, 3.6167, 1.9763)
Se (2.6523, 6.2471, 3.1608)
Se (-0.9550, 7.4135, 1.4105)
Se (2.0035, 5.7772, -0.8458)
S (-3.4845, -0.2498, 1.6332)
S (-0.3584, 3.5840, -1.4267)
Si (1.4371, -0.3286, 0.7239)
O (-4.9035, -0.0528, 1.6774)
O (-2.6542, 0.7242, 2.3757)
O (-1.3251, 2.4013, -1.1212)
N (-2.8222, -0.1753, 0.1942)
N (-2.7732, -0.3055, -2.0831)
N (-2.0399, -5.4579, 4.1183)
N (-4.3460, -1.6211, -0.8720)
C (2.9822, 0.8117, 2.8899)
C (-3.2453, -0.8088, -3.2060)
C (3.2653, -1.6398, 2.6802)
C (1.0416, -2.1594, 0.0755)
C (-1.9119, -3.0373, 4.0704)
C (-1.4548, 4.9914, -1.4269)
C (2.2604, 0.2967, -1.9562)
C (0.8234, 4.1347, -5.2558)
C (-4.8014, -2.0964, -2.0232)
C (-3.2789, -4.1879, 2.4639)
C (2.8455, 1.9749, -0.2735)
C (0.3224, -2.9683, 1.1624)
C (-3.6388, -2.9808, 1.8970)
C (-2.3967, -4.2313, 3.5449)
C (2.7495, 0.4594, -0.5099)
C (1.1482, -0.6660, 3.5440)
C (0.3258, 3.0015, -5.8879)
C (4.1719, -0.1115, -0.4297)
C (2.2658, -0.4901, 2.5048)
C (0.0373, -2.0676, -1.0827)
C (-3.1100, -1.7984, 2.4014)
C (0.6020, 4.3371, -3.9024)
C (-0.1344, 3.3945, -3.1942)
C (-0.3969, 2.0645, -5.1638)
C (2.2389, -2.9841, -0.4093)
C (-2.2605, -1.8270, 3.4977)
C (-4.2931, -1.7204, -3.2511)
C (-0.6310, 2.2532, -3.8073)
C (-3.3554, -0.7163, -0.9387)
H (4.0920, -1.5737, 1.9705)
H (-2.7662, -0.4665, -4.1200)
H (-0.2377, -3.0793, -1.4178)
H (1.5837, -0.7449, 4.5505)
H (-1.1577, -5.4320, 4.6061)
H (1.2234, 0.6292, -2.0743)
H (-0.0209, -3.9246, 0.7403)
H (-2.0714, -6.2306, 3.4716)
H (0.9599, -3.1988, 2.0169)
H (4.7999, 0.3596, -1.1986)
H (-4.3064, -2.9400, 1.0477)
H (-1.1844, 1.5312, -3.2171)
H (-0.5616, -2.4427, 1.5321)
H (0.4864, 0.2066, 3.5530)
H (-1.6602, 5.2365, -0.3828)
H (3.0103, -3.0930, 0.3544)
H (2.8026, -2.6212, 2.5615)
H (-0.8754, -1.5644, -0.7635)
H (2.3427, 1.6892, 2.7686)
H (1.0026, 5.2016, -3.3841)
H (2.3256, -0.7337, -2.3126)
H (1.8906, 2.4839, -0.4136)
H (-4.6742, -2.1167, -4.1807)
H (2.8765, 0.9162, -2.6210)
H (-1.2296, -3.0551, 4.9125)
H (-0.9267, 5.8313, -1.8724)
H (0.4228, -1.5268, -1.9458)
H (4.2080, -1.1908, -0.5891)
H (2.7047, -2.5437, -1.2920)
H (0.5103, 2.8459, -6.9441)
H (3.8912, 0.9737, 2.3113)
H (0.5400, -1.5540, 3.3715)
H (4.6380, 0.1007, 0.5332)
H (3.2759, 0.7622, 3.9473)
H (-0.7746, 1.1746, -5.6533)
H (1.3967, 4.8631, -5.8157)
H (-2.3521, 4.7034, -1.9743)
H (3.1878, 2.2491, 0.7214)
H (-5.6101, -2.8188, -1.9513)
H (3.5418, 2.4200, -0.9951)
H (-3.6734, -5.1136, 2.0595)
H (-1.8540, -0.9037, 3.8843)
H (1.9035, -3.9943, -0.6898)
H (3.6964, -1.6033, 3.6911)

Cartesian forces (eV/Å) of the 3 atoms listed first:
0.0 0.0 0.0
-0.5 -0.7 -0.3
0.2 0.5 0.3

---

Record 3
ORCA calculation (ωB97M-V/def2-TZVPD) on a molecular structure, C29H45AlBr3Cl5F6MgN6O4S4.

Computed properties:
calculated total energy	-14418.63251	a.u.
F_max	3.3	eV Å⁻¹
spin multiplicity	1
energy above the lowest of the compared OMol25 structures with the same formula, charge and spin	0.00	kJ/mol
Kohn-Sham gap	1.5	eV

Cartesian coordinates (Å):
Br (-3.7631, -7.0696, 3.2081)
Br (-0.2057, -5.1675, 2.0154)
Br (-5.6065, -8.3662, 0.2952)
Cl (1.4403, 4.8671, 8.1951)
Cl (-1.7063, 2.3674, -7.0778)
Cl (3.9236, 6.3717, 8.1355)
Cl (3.6556, 3.9554, 6.5519)
Cl (-0.3997, 0.1198, -5.7556)
S (2.5291, 1.4001, 3.1526)
S (-1.7041, 3.4571, -1.9627)
S (0.1393, -5.4205, -1.3869)
S (-0.4214, 1.9781, 2.9097)
Al (-2.9465, -11.4399, 3.9056)
Mg (-4.4771, 1.4990, 1.0890)
F (-1.7670, -10.2235, 3.5885)
F (-3.9970, 1.4786, -6.3969)
F (-1.9463, -3.1416, 0.9110)
F (-3.9088, -11.6752, 2.5017)
F (-2.1607, -12.9070, 4.3205)
F (-3.9472, -10.9302, 5.2069)
O (-3.8396, -1.3852, 1.3072)
O (-2.8879, -5.1955, -2.4936)
O (3.6381, -2.8582, -0.4319)
O (1.0022, 3.9489, -1.2577)
N (0.0755, -2.2815, 0.2373)
N (1.2718, 3.5546, 4.2354)
N (-1.7083, -0.9496, 0.3189)
N (0.4410, 3.8901, -3.3753)
N (1.7993, 4.1144, -3.3067)
N (0.9030, -3.3957, 0.3639)
C (2.0861, 4.1450, -2.0615)
C (2.0186, 0.1563, 1.9220)
C (-1.2160, -2.1534, 0.5048)
C (3.5416, 2.3937, -6.9151)
C (-3.5615, -4.0840, -3.0762)
C (1.0979, 2.3605, 3.4657)
C (3.2005, 4.7657, 8.0513)
C (0.3479, 3.5901, 5.3819)
C (4.1548, 4.7175, -6.8221)
C (1.0149, 4.7460, 3.3913)
C (-3.8861, -6.3679, 1.3980)
C (0.0176, 3.7901, -2.1808)
C (-0.6273, -0.1655, -0.1434)
C (0.4683, -0.9705, -0.1846)
C (1.8321, 4.7080, 2.0807)
C (-0.3017, 1.8429, -6.1610)
C (4.4808, 2.1851, -7.9165)
C (2.3265, 0.6142, 0.4806)
C (0.3514, 2.3054, 6.2398)
C (-5.2740, -6.5305, 0.8356)
C (-0.5562, 1.3007, -0.5135)
C (5.0903, 4.5100, -7.8269)
C (5.2518, 3.2443, -8.3748)
C (-1.8767, 1.9244, -1.0053)
C (-3.0840, -0.4992, 0.5616)
C (1.8249, -0.4019, -0.5972)
C (-3.6874, -1.0752, 2.7386)
C (3.3766, 3.6608, -6.3689)
C (0.4778, -4.4151, -0.2773)
H (-3.7066, -2.0296, 3.2760)
H (-3.1264, -6.8767, 0.8111)
H (-0.0594, 4.8083, 3.1380)
H (0.3816, 2.5022, 7.3173)
H (2.9500, -3.4895, -0.2184)
H (-3.0543, -3.7693, -3.9911)
H (1.3920, 4.0434, 1.3263)
H (-2.7037, -0.6115, 2.9170)
H (-0.7009, 3.8028, 5.0917)
H (1.2177, 1.6613, 6.0104)
H (4.6108, 1.1971, -8.3403)
H (5.6937, 5.3354, -8.1836)
H (1.7020, 0.1577, -1.5370)
H (4.0313, 5.7040, -6.3924)
H (-3.1357, 0.5372, 1.0202)
H (-5.3898, -5.9381, -0.0714)
H (-4.5189, -0.4092, 3.0142)
H (-6.0529, -6.2623, 1.5441)
H (-3.5974, -3.2485, -2.3678)
H (5.9803, 3.0834, -9.1597)
H (3.4134, 0.7618, 0.3850)
H (0.1523, 1.3609, -1.3575)
H (2.5389, -0.7830, 2.1761)
H (-3.5693, -0.4052, -0.4319)
H (1.8907, 5.7378, 1.7000)
H (-3.6289, -5.3121, 1.4822)
H (0.5945, 2.0141, -6.7517)
H (-4.5763, -4.3885, -3.3183)
H (-2.4616, 2.1941, -0.0965)
H (-1.9924, -4.9144, -2.2836)
H (1.8543, 1.6001, 0.3488)
H (-2.5003, 1.1831, -1.5342)
H (1.2967, 5.6297, 3.9830)
H (-0.1021, 1.9143, 0.2770)
H (-0.2558, 2.4151, -5.2424)
H (4.3089, -3.3669, -0.9007)
H (2.6359, -1.1303, -0.7437)
H (2.9375, 1.5663, -6.5598)
H (3.5740, 4.1800, 8.8823)
H (0.9518, -0.0217, 2.1223)
H (2.6427, 3.8241, -5.5895)
H (0.6482, 4.4576, 6.0120)
H (3.1008, 4.3076, -1.7085)
H (-0.5517, 1.7041, 6.0531)
H (2.8692, 4.3803, 2.2607)

Cartesian forces (eV/Å) of the 3 atoms listed first:
0.2 0.0 -0.1
-0.2 -0.8 0.9
0.0 0.0 0.1

---

| no. | lowest unoccupied orbital energy (eV) | HOMO (eV) |
| --- | --- | --- |
| 1 | -2.42 | -9.480 |
| 2 | 3.59 | -1.619 |
| 3 | -7.11 | -8.566 |